(1)
# C3H12N4

2 unconnected molecules or ions with the total composition C3H12N4 (ωB97M-V/def2-TZVPD, the Open Molecules 2025 dataset).

Computed properties:
- HOMO energy (alpha / beta): -6.15 / -7.90 eV
- LUMO level (alpha / beta): 1.02 / 1.04 eV

Geometry as ORCA input:
```
! RIJCOSX wB97M-V def2-TZVPD def2/J DEFGRID3
* xyz 0 1
C -1.688 -0.606 0.831
C -1.494 1.499 -0.390
C 0.446 -1.491 -0.902
N 2.462 -0.045 0.724
N 1.808 1.084 0.110
N -1.111 0.186 -0.251
N -0.081 -0.175 -1.026
H -1.896 -1.575 0.368
H -0.978 -0.719 1.733
H -2.544 -0.093 1.040
H -2.439 1.646 0.085
H -0.704 2.133 0.203
H -1.685 1.683 -1.460
H -0.263 -2.226 -0.630
H 0.862 -1.681 -1.897
H 1.271 -1.380 -0.182
H 2.145 0.222 1.690
H 3.502 0.146 0.592
H 2.384 1.392 -0.639
*
```

---

(2)
# C3H12N4

2 unconnected molecules or ions with the total composition C3H12N4 (ωB97M-V/def2-TZVPD, the Open Molecules 2025 dataset).

Computed properties:
- HOMO energy: -9.12 eV
- SMILES: [H]/N=C/N.CNCN
- LUMO level: 0.91 eV

Geometry as ORCA input:
```
! RIJCOSX wB97M-V def2-TZVPD def2/J DEFGRID3
* xyz 0 1
H 1.651 -2.500 1.503
N 0.659 -2.477 1.758
C 0.429 -1.351 2.374
N -0.770 -1.064 3.021
H 1.144 -0.528 2.565
H -1.562 -1.611 2.664
H -0.691 -0.759 3.986
C -0.685 -0.177 -1.109
N 0.449 0.820 -0.941
C 0.190 2.065 -1.708
N -0.009 1.928 -3.151
H -0.467 -1.005 -0.416
H -1.737 0.161 -0.882
H -0.627 -0.643 -2.100
H 0.440 1.119 0.059
H 1.028 2.761 -1.511
H -0.736 2.520 -1.291
H 0.659 1.181 -3.469
H -1.012 1.637 -3.257
*
```

---

(3)
# C3H12N6O3Sn

A molecular structure, C3H12N6O3Sn (ωB97M-V/def2-TZVPD, the Open Molecules 2025 dataset).

Computed properties:
- HOMO energy: -16.52 eV
- LUMO level: -9.15 eV

Geometry as ORCA input:
```
! RIJCOSX wB97M-V def2-TZVPD def2/J DEFGRID3
* xyz 2 1
Sn 0.429 2.126 -0.096
C 2.563 -0.685 -1.756
O 1.803 -0.238 -0.866
N 2.794 -2.005 -1.888
N 3.300 0.093 -2.567
H 2.408 -2.680 -1.252
H 3.289 -2.299 -2.712
H 3.713 -0.193 -3.440
H 3.205 1.093 -2.541
C -0.578 1.308 3.472
O 0.314 1.285 2.581
N -0.582 0.390 4.455
N -1.525 2.254 3.520
H 0.041 -0.389 4.343
H -1.162 0.632 5.238
H -2.325 2.084 4.111
H -1.720 2.879 2.761
C -1.836 -0.541 -1.192
O -1.387 0.023 -0.169
N -2.392 0.203 -2.197
N -1.790 -1.851 -1.439
H -2.588 -0.143 -3.121
H -2.386 1.203 -2.110
H -1.089 -2.438 -1.027
H -2.498 -2.112 -2.105
*
```

---

(4)
# C3H12N6O3Tl

A molecular structure, C3H12N6O3Tl (ωB97M-V/def2-TZVPD, the Open Molecules 2025 dataset).

Computed properties:
- HOMO energy (alpha / beta): -23.63 / -23.94 eV
- LUMO level (alpha / beta): -17.22 / -18.22 eV
- ⟨S²⟩: 1.7999

Geometry as ORCA input:
```
! RIJCOSX wB97M-V def2-TZVPD def2/J DEFGRID3
* xyz 4 2
Tl 0.115 2.198 0.562
C 0.754 1.322 -3.273
O 0.152 1.302 -2.203
N 2.029 1.169 -3.482
N 0.112 1.422 -4.397
H 2.669 1.452 -2.753
H 2.330 1.342 -4.430
H 0.671 1.392 -5.238
H -0.856 1.696 -4.484
C 0.099 -1.685 -0.652
O 0.252 -0.668 0.016
N 0.298 -1.826 -1.882
N 0.036 -2.884 -0.171
H -0.279 -2.489 -2.378
H 0.401 -0.871 -2.196
H -0.011 -3.061 0.823
H 0.136 -3.647 -0.825
C -0.922 0.597 4.094
O -0.689 0.751 2.907
N -0.769 -0.562 4.745
N -1.598 1.469 4.868
H -1.230 -0.709 5.631
H -0.191 -1.227 4.251
H -1.600 1.115 5.814
H -1.910 2.405 4.653
*
```

---

| no. | DFT total energy (Ha) |
| --- | --- |
| 1 | -340.30772 |
| 2 | -340.47758 |
| 3 | -889.58204 |
| 4 | -846.42837 |